Here is a structure of composition C27H54BaNO7 from OMol25. Energies are from ωB97M-V/def2-TZVPD.

Each line ends with the Mulliken spin population.
Geometry (Å):
Ba 0.556 -0.891 0.224  0.002
C -3.023 3.521 -0.188  0.033
C -1.633 3.237 -0.812  0.002
C -1.299 4.457 -1.712  0.033
C -0.916 5.694 -0.959  -0.021
C 0.312 5.347 -0.078  0.016
C 0.169 4.159 0.909  -0.007
N -0.500 2.990 0.133  0.518
O -0.435 1.713 0.776  0.420
C -0.570 4.573 2.171  0.024
C 1.665 3.845 1.285  -0.004
C -1.867 2.042 -1.859  -0.008
H -3.338 2.669 0.415  0.000
H -3.764 3.750 -0.954  0.001
H -3.039 4.455 0.374  0.002
H -2.125 4.695 -2.382  0.000
H -0.409 4.206 -2.289  -0.006
H -1.740 6.115 -0.381  0.000
H -0.677 6.497 -1.656  0.000
H 0.669 6.229 0.454  0.000
H 1.088 5.196 -0.829  -0.001
H -0.476 3.724 2.848  0.002
H -1.646 4.660 2.022  -0.002
H -0.137 5.402 2.731  0.004
H 2.180 4.489 1.997  0.000
H 2.321 3.792 0.416  0.000
H 1.718 2.887 1.803  -0.004
H -2.629 2.371 -2.564  -0.001
H -2.047 1.106 -1.329  0.002
H -0.965 1.731 -2.386  0.001
C -1.559 -0.805 -4.458  0.000
C -0.802 -1.570 -3.398  0.000
O -0.755 -1.183 -2.232  0.000
C 0.021 -2.717 -3.896  0.000
H -2.081 -1.590 -5.005  0.000
H -0.792 -0.353 -5.086  0.000
H -2.225 -0.043 -4.054  0.000
H 1.014 -2.626 -3.455  0.000
H -0.019 -2.660 -4.984  0.000
H -0.343 -3.703 -3.605  0.000
C 2.231 -4.913 -2.311  0.000
C 2.796 -3.566 -1.835  0.000
O 2.045 -2.724 -1.363  0.001
C 4.262 -3.305 -2.066  0.000
H 2.952 -5.727 -2.393  0.000
H 1.857 -4.779 -3.326  0.000
H 1.358 -5.137 -1.698  0.000
H 4.449 -2.261 -1.813  0.000
H 4.537 -3.223 -3.117  0.000
H 4.984 -3.919 -1.527  0.000
C 5.264 -0.868 0.707  0.000
C 4.281 0.257 0.612  -0.001
O 3.081 0.080 0.928  0.000
C 4.767 1.538 -0.010  0.000
H 6.070 -0.658 1.409  0.000
H 5.661 -1.157 -0.267  0.000
H 4.778 -1.773 1.072  0.000
H 3.925 2.200 -0.213  -0.001
H 5.243 1.462 -0.987  0.000
H 5.501 2.051 0.611  0.000
C -4.130 -2.361 0.239  0.000
C -3.385 -1.244 0.991  0.001
O -2.165 -1.308 1.220  -0.004
C -4.219 -0.147 1.616  0.001
H -3.362 -2.922 -0.295  0.000
H -4.862 -1.964 -0.464  0.000
H -4.660 -3.117 0.818  0.000
H -4.989 0.111 0.889  0.000
H -3.568 0.693 1.857  0.002
H -4.702 -0.568 2.498  0.000
C 1.312 0.245 4.766  0.000
C 0.173 0.100 3.812  0.003
O 0.340 -0.664 2.916  -0.004
C -1.166 0.809 3.985  0.002
H 0.909 0.572 5.725  0.000
H 1.960 1.025 4.366  0.000
H 1.823 -0.707 4.910  0.000
H -1.052 1.888 3.874  -0.005
H -1.619 0.559 4.944  0.001
H -1.917 0.522 3.248  -0.001
C -1.030 -5.703 -0.439  0.000
C -0.884 -4.647 0.631  0.000
O -0.412 -3.560 0.361  -0.002
C -1.245 -5.083 2.070  0.000
H -0.166 -6.367 -0.401  0.000
H -1.087 -5.236 -1.423  0.000
H -1.849 -6.366 -0.161  0.000
H -0.847 -4.314 2.732  0.000
H -0.814 -6.072 2.228  0.000
H -2.332 -5.164 2.071  0.000

Computed properties:
⟨S²⟩ = 0.756
Frontier orbital gap (spin up / spin down) = 9.706 / 9.110 eV
2S+1 = 2
HOMO (spin up / spin down) = -0.5164 / -0.5349 Eh
Net charge = +2



Here is a cluster of 3 separate species, C27H54FN4O4P in total from OMol25. Energies are from ωB97M-V/def2-TZVPD.

Each line ends with the Mulliken spin population.
Geometry (Å):
C 0.700 -0.317 1.341  0.001
C 0.099 -1.550 2.131  -0.001
O -1.078 -1.573 2.519  0.000
N 0.969 -2.720 2.378  0.000
C 0.883 -3.536 1.112  0.000
C -0.338 -4.574 1.124  0.000
C -0.741 -5.009 -0.352  0.000
C -1.273 -3.825 -1.279  0.000
P -3.167 -3.576 -1.163  0.000
F -3.844 -5.132 -1.111  0.000
N -3.373 -2.707 0.360  -0.001
C -3.600 -1.251 0.163  0.002
C -4.392 -3.292 1.222  0.000
C -3.940 -4.476 2.172  0.000
O -5.563 -2.900 1.282  0.000
H 0.005 0.561 1.489  0.000
H 1.718 -0.039 1.774  0.004
H 0.799 -0.558 0.237  0.000
H 0.570 -3.279 3.148  0.000
H 0.865 -2.828 0.232  0.000
H 1.867 -4.109 1.050  0.000
H -1.196 -4.223 1.769  0.000
H 0.075 -5.515 1.632  0.000
H 0.216 -5.402 -0.843  0.000
H -1.461 -5.897 -0.341  0.000
H -0.780 -2.823 -1.093  0.000
H -1.104 -4.147 -2.363  0.000
H -4.508 -1.004 -0.480  0.004
H -3.833 -0.820 1.194  0.000
H -2.677 -0.688 -0.193  -0.001
H -3.201 -5.179 1.683  0.000
H -4.871 -5.012 2.524  0.000
H -3.458 -3.995 3.085  0.000
C 7.071 2.463 2.455  0.009
C 5.958 1.559 3.059  0.035
C 6.556 0.547 4.065  0.016
C 7.239 -0.654 3.428  -0.017
C 6.321 -1.311 2.407  0.017
C 5.827 -0.316 1.343  0.032
N 5.207 0.905 1.945  0.320
O 3.996 0.556 2.413  0.597
C 7.019 0.066 0.435  0.015
C 4.857 -1.047 0.387  -0.030
C 5.089 2.535 3.890  -0.003
H 7.094 2.439 1.366  -0.008
H 6.919 3.518 2.698  -0.001
H 8.065 2.188 2.816  0.000
H 5.760 0.167 4.717  0.003
H 7.267 1.054 4.725  0.002
H 8.186 -0.355 2.966  0.000
H 7.500 -1.381 4.203  0.002
H 6.848 -2.143 1.929  0.000
H 5.469 -1.758 2.932  0.003
H 6.722 0.803 -0.317  -0.007
H 7.391 -0.812 -0.101  0.000
H 7.874 0.463 0.982  0.000
H 4.010 -1.497 0.911  0.008
H 5.368 -1.862 -0.132  0.000
H 4.467 -0.365 -0.374  0.002
H 4.582 3.263 3.250  -0.002
H 5.711 3.091 4.595  0.001
H 4.334 2.020 4.487  0.000
C -4.771 2.608 -5.352  0.013
C -5.314 2.304 -3.926  0.030
C -6.160 3.485 -3.395  0.017
C -5.350 4.664 -2.876  -0.017
C -4.302 4.192 -1.876  0.016
C -3.392 3.098 -2.460  0.038
N -4.167 1.956 -3.035  0.305
O -4.647 1.233 -2.007  0.615
C -2.479 3.737 -3.533  0.015
C -2.402 2.635 -1.366  -0.025
C -6.298 1.127 -4.141  -0.005
H -3.687 2.520 -5.422  -0.010
H -5.147 1.899 -6.094  0.000
H -5.048 3.609 -5.692  0.000
H -6.799 3.136 -2.574  0.002
H -6.842 3.836 -4.176  0.002
H -4.882 5.201 -3.707  0.000
H -6.017 5.382 -2.391  0.002
H -3.701 5.048 -1.552  0.000
H -4.810 3.824 -0.978  0.003
H -1.838 2.986 -4.004  -0.007
H -1.824 4.487 -3.084  0.000
H -3.029 4.255 -4.319  0.001
H -2.907 2.272 -0.469  0.001
H -1.763 3.464 -1.049  0.000
H -1.750 1.840 -1.739  0.003
H -5.775 0.224 -4.472  -0.002
H -7.034 1.382 -4.906  0.001
H -6.864 0.883 -3.239  0.000

Computed properties:
⟨S²⟩ = 2.009
Frontier orbital gap (spin up / spin down) = 8.755 / 7.854 eV
2S+1 = 3
HOMO (spin up / spin down) = -0.2975 / -0.2975 Eh
Net charge = 0



Here is a cluster of 3 separate species, C27H54FN4O5S in total from OMol25. Energies are from ωB97M-V/def2-TZVPD.

Each line ends with the Mulliken spin population.
Geometry (Å):
C -1.408 -4.966 -1.393  0.020
C -0.974 -3.750 -2.241  0.005
C -2.196 -2.873 -2.531  0.005
C -0.370 -4.127 -3.595  0.025
C 1.109 -4.498 -3.669  -0.038
N 1.515 -4.498 -5.084  0.000
S 1.467 -6.194 -3.149  0.000
O 0.570 -7.085 -3.803  0.000
O 2.872 -6.420 -3.142  0.000
F 1.038 -6.190 -1.631  0.001
C 1.929 -3.458 -2.915  0.024
C 1.465 -3.005 -1.524  -0.011
C 1.972 -3.909 -0.378  0.020
C 1.986 -1.580 -1.320  0.038
N -0.021 -2.896 -1.483  0.358
O -0.484 -2.425 -0.394  0.542
H -2.458 -4.872 -1.120  -0.002
H -1.292 -5.904 -1.936  0.000
H -0.840 -5.030 -0.467  0.004
H -2.688 -2.597 -1.599  -0.002
H -2.903 -3.426 -3.153  -0.003
H -1.904 -1.963 -3.057  0.021
H -0.980 -4.904 -4.058  -0.001
H -0.422 -3.258 -4.255  -0.009
H 1.700 -5.412 -5.480  0.000
H 2.355 -3.945 -5.202  0.000
H 1.883 -2.584 -3.574  -0.004
H 2.976 -3.763 -2.857  0.000
H 2.718 -4.622 -0.730  -0.001
H 2.430 -3.297 0.397  -0.001
H 1.161 -4.464 0.087  0.004
H 1.637 -1.207 -0.359  -0.003
H 3.079 -1.563 -1.329  0.001
H 1.612 -0.921 -2.106  0.014
C -2.495 3.350 -3.180  0.009
C -1.881 1.953 -3.133  0.005
C -2.776 0.958 -2.378  0.033
C -2.814 1.204 -0.873  -0.013
C -1.408 1.203 -0.281  0.057
C -0.469 2.206 -0.968  -0.033
N -0.540 1.941 -2.449  0.457
O 0.233 1.003 -2.854  0.470
C -0.833 3.644 -0.598  0.029
C 0.970 1.972 -0.520  -0.002
C -1.680 1.489 -4.573  0.002
H -3.381 3.308 -3.815  0.001
H -2.805 3.729 -2.213  0.000
H -1.793 4.060 -3.621  -0.010
H -2.387 -0.047 -2.563  0.002
H -3.781 1.003 -2.808  0.004
H -3.324 2.147 -0.654  0.000
H -3.405 0.420 -0.394  0.000
H -1.432 1.451 0.783  -0.003
H -0.975 0.201 -0.374  -0.007
H -0.349 4.361 -1.263  -0.020
H -0.470 3.813 0.416  0.015
H -1.902 3.840 -0.588  0.001
H 1.277 0.946 -0.685  0.020
H 1.031 2.204 0.544  -0.004
H 1.653 2.627 -1.065  -0.002
H -0.966 2.133 -5.089  0.001
H -2.639 1.547 -5.092  0.000
H -1.312 0.468 -4.618  0.006
C 2.894 2.436 4.789  0.012
C 1.760 3.280 4.210  -0.011
C 1.100 4.159 5.282  0.031
C 0.273 3.359 6.283  -0.015
C -0.784 2.518 5.575  0.030
C -0.201 1.590 4.499  0.005
N 0.673 2.431 3.606  0.406
O 0.062 2.981 2.625  0.505
C 0.567 0.422 5.121  0.014
C -1.318 1.006 3.638  -0.013
C 2.348 4.146 3.100  0.009
H 3.706 3.109 5.067  0.001
H 2.622 1.875 5.676  0.000
H 3.272 1.739 4.040  -0.006
H 0.452 4.880 4.775  0.001
H 1.883 4.728 5.791  0.000
H 0.921 2.726 6.895  -0.001
H -0.220 4.046 6.974  0.001
H -1.333 1.902 6.294  0.001
H -1.510 3.181 5.095  0.001
H 1.201 -0.064 4.378  -0.008
H -0.158 -0.310 5.478  0.001
H 1.180 0.705 5.971  0.001
H -1.946 1.785 3.215  0.006
H -1.931 0.356 4.265  -0.001
H -0.907 0.413 2.821  0.004
H 2.730 3.525 2.289  -0.003
H 3.176 4.723 3.516  0.000
H 1.611 4.828 2.688  0.005

Computed properties:
⟨S²⟩ = 3.762
Frontier orbital gap (spin up / spin down) = 8.390 / 9.522 eV
2S+1 = 4
HOMO (spin up / spin down) = -0.2846 / -0.3327 Eh
Net charge = 0



Here is a structure of composition C27H54N2OSb from OMol25. Energies are from ωB97M-V/def2-TZVPD.

Each line ends with the Löwdin charge.
Geometry (Å):
C 7.334 -1.246 2.020  -0.114
C 6.713 -0.025 1.321  -0.227
C 5.179 0.059 1.391  -0.394
O 4.650 0.342 0.144  -0.395
Sb 2.794 -0.444 -0.290  1.363
C 3.544 -2.528 0.013  -0.381
C 4.923 -2.826 -0.559  -0.194
C 3.372 -0.607 -2.429  -0.353
C 4.751 -0.076 -2.799  -0.333
C 5.197 -0.566 -4.200  -0.126
C 2.074 -0.335 1.790  -0.329
C 0.569 -0.039 1.852  -0.299
C -0.295 -1.278 2.156  -0.205
C -1.369 -1.619 1.105  -0.213
C -2.706 -2.021 1.740  -0.222
C -3.568 -2.853 0.803  -0.213
C -4.401 -2.064 -0.213  -0.208
C -5.818 -1.770 0.294  -0.196
C -6.774 -1.390 -0.861  -0.204
C -7.754 -0.229 -0.658  -0.209
C -7.284 1.153 -0.227  -0.184
C -6.237 1.820 -1.092  -0.134
N -5.386 2.709 -0.329  -0.118
C -4.685 2.418 0.802  -0.101
C -4.003 3.534 1.188  -0.098
C -4.288 4.536 0.258  -0.110
C -5.137 4.007 -0.667  -0.106
C 1.991 1.604 -0.787  -0.270
C 2.470 2.779 -0.020  -0.506
C 2.346 4.096 -0.749  -0.065
N 2.925 2.717 1.163  0.139
H 7.947 -0.947 2.861  0.052
H 7.982 -1.779 1.337  0.055
H 6.571 -1.947 2.330  0.058
H 7.159 0.894 1.676  0.090
H 6.945 -0.082 0.266  0.088
H 4.810 -0.880 1.812  0.080
H 4.918 0.847 2.104  0.093
H 1.192 -1.123 -0.734  -0.026
H 3.548 -2.746 1.075  0.022
H 2.808 -3.180 -0.446  0.029
H 5.644 -2.084 -0.241  0.037
H 4.918 -2.896 -1.638  0.048
H 5.291 -3.781 -0.184  0.052
H 3.324 -1.649 -2.726  0.036
H 2.629 -0.074 -3.014  0.037
H 4.702 1.004 -2.857  0.087
H 5.496 -0.399 -2.092  0.064
H 5.979 -1.312 -4.102  0.053
H 4.384 -1.051 -4.722  0.052
H 5.612 0.229 -4.809  0.049
H 2.592 0.397 2.389  0.024
H 2.209 -1.327 2.203  0.026
H 0.411 0.690 2.642  0.091
H 0.214 0.417 0.939  0.051
H -0.789 -1.140 3.111  0.092
H 0.347 -2.144 2.257  0.096
H -1.020 -2.461 0.521  0.098
H -1.527 -0.787 0.433  0.098
H -3.239 -1.131 2.063  0.105
H -2.495 -2.584 2.642  0.101
H -2.914 -3.533 0.273  0.102
H -4.270 -3.425 1.400  0.096
H -3.914 -1.134 -0.492  0.109
H -4.496 -2.666 -1.109  0.106
H -5.824 -1.028 1.081  0.101
H -6.166 -2.719 0.681  0.098
H -6.170 -1.232 -1.745  0.093
H -7.394 -2.254 -1.065  0.102
H -8.329 -0.121 -1.572  0.105
H -8.454 -0.555 0.105  0.107
H -8.162 1.786 -0.282  0.109
H -6.980 1.170 0.808  0.098
H -5.627 1.086 -1.604  0.120
H -6.698 2.417 -1.863  0.118
H -4.725 1.446 1.238  0.104
H -3.359 3.598 2.034  0.090
H -3.908 5.532 0.272  0.085
H -5.572 4.477 -1.520  0.106
H 2.275 1.781 -1.820  0.037
H 0.908 1.609 -0.787  0.049
H 3.042 4.154 -1.576  0.072
H 1.341 4.210 -1.125  0.068
H 2.524 4.926 -0.075  0.058
H 3.184 3.643 1.490  0.036

Computed properties:
Frontier orbital gap = 5.801 eV
HOMO = -0.1265 Eh
Net charge = -1



Here is a structure of composition C27H54O11 from OMol25. Energies are from ωB97M-V/def2-TZVPD.

Each line ends with the Löwdin charge.
Geometry (Å):
C 20.953 0.784 -19.521  -0.174
O 20.829 2.169 -19.370  -0.094
C 21.843 2.876 -18.856  -0.592
O 22.902 2.409 -18.541  0.098
O 21.443 4.168 -18.516  -0.083
C 22.123 4.866 -17.553  -0.071
H 21.518 0.345 -18.699  0.086
H 21.446 0.692 -20.489  0.077
H 19.984 0.286 -19.480  0.049
H 23.204 4.874 -17.694  0.129
H 21.899 4.372 -16.608  0.082
H 21.797 5.885 -17.343  -0.052
C 18.969 5.129 -16.792  -0.024
C 18.712 3.677 -16.484  -0.383
O 18.071 3.344 -15.492  0.064
C 19.167 2.742 -17.589  -0.057
H 20.008 5.424 -16.943  0.048
H 18.661 5.762 -15.961  0.077
H 18.355 5.330 -17.670  0.086
H 18.780 1.747 -17.369  0.035
H 20.226 2.832 -17.346  0.060
H 18.873 3.039 -18.596  0.081
C 19.369 -2.763 -18.779  -0.003
C 20.469 -1.809 -19.136  -0.320
O 21.294 -1.442 -18.307  -0.127
C 20.370 -0.992 -20.470  -0.037
H 18.392 -2.557 -19.217  0.114
H 19.326 -2.847 -17.693  0.021
H 19.564 -3.764 -19.165  0.103
H 20.226 -1.707 -21.280  0.109
H 21.192 -0.293 -20.622  0.035
H 19.576 -0.255 -20.350  0.104
C 23.292 -0.508 -18.109  -0.068
C 24.715 -0.851 -18.283  -0.513
O 25.454 0.072 -18.472  0.093
C 25.077 -2.281 -18.230  -0.003
H 23.322 0.532 -17.787  0.068
H 22.820 -1.131 -17.349  0.090
H 22.616 -0.647 -18.954  0.087
H 25.558 -2.638 -19.142  0.093
H 24.145 -2.815 -18.048  0.077
H 25.718 -2.369 -17.353  0.096
C 23.257 0.280 -14.947  0.003
C 21.982 1.007 -15.128  -0.404
O 21.034 0.864 -14.349  0.043
C 21.702 1.874 -16.359  -0.002
H 23.089 -0.429 -14.136  0.096
H 23.973 1.024 -14.601  0.102
H 23.706 -0.131 -15.851  0.061
H 21.072 1.374 -17.095  0.086
H 22.660 2.007 -16.860  0.076
H 21.389 2.879 -16.077  0.086
C 21.605 2.105 -23.770  0.003
C 21.987 3.109 -22.607  -0.337
O 22.249 4.319 -22.801  -0.022
C 22.092 2.547 -21.177  -0.033
H 20.790 1.425 -23.522  0.066
H 22.414 1.461 -24.114  0.075
H 21.182 2.724 -24.561  0.075
H 21.062 2.285 -20.935  0.073
H 22.477 3.413 -20.638  0.105
H 22.768 1.703 -21.041  0.128
C 19.581 -1.495 -16.475  0.000
C 19.049 -0.150 -16.893  -0.403
O 19.015 0.236 -18.039  0.014
C 18.481 0.759 -15.894  -0.035
H 18.950 -2.294 -16.863  0.058
H 19.673 -1.445 -15.390  0.099
H 20.584 -1.612 -16.887  0.071
H 17.409 0.600 -16.004  0.133
H 18.731 1.787 -16.159  0.019
H 18.778 0.487 -14.882  0.093
C 20.696 6.605 -14.725  0.008
C 21.725 7.199 -15.641  -0.412
O 21.644 7.007 -16.826  0.046
C 22.822 8.081 -15.039  0.004
H 21.000 6.525 -13.681  0.097
H 20.664 5.600 -15.148  0.066
H 19.686 6.986 -14.876  0.095
H 23.730 7.546 -14.760  0.090
H 22.430 8.774 -14.295  0.085
H 23.233 8.738 -15.805  0.081
C 21.121 5.601 -21.113  0.002
C 20.008 4.586 -20.829  -0.402
O 19.922 3.592 -21.504  0.047
C 19.133 4.860 -19.618  -0.032
H 21.886 5.527 -20.340  0.092
H 20.609 6.563 -21.100  0.088
H 21.534 5.440 -22.109  0.032
H 18.510 3.982 -19.449  0.072
H 18.474 5.678 -19.908  0.110
H 19.665 5.000 -18.677  0.041

Computed properties:
Frontier orbital gap = 8.998 eV
HOMO = -0.3166 Eh
Net charge = 0
Energy above the lowest of the compared OMol25 structures with the same formula, charge and spin = 441.6 kcal/mol



E: -1667.6745, -2022.1989, -2154.2919, -1486.0376, -1888.0030 (Eh)
Max |F|: 0.0994, 0.0785, 0.0075, 0.0238, 0.1202 (hartree/bohr)